(1)
# C5H8N2

A structure of composition C5H8N2 (the ωB97M-V functional and the def2-TZVPD basis, OMol25).

Results
2S+1	3
⟨S²⟩	2.02
HOMO level (spin up / spin down)	-0.2340 / -0.3744	Eh
LUMO level (spin up / spin down)	0.90 / -3.13	eV
frontier orbital gap (spin up / spin down)	0.267 / 0.259	hartree

Cartesian coordinates (Å):
H (3.090, 0.199, 0.205)
C (1.311, 0.911, 0.405)
H (-1.505, -1.363, -0.050)
H (0.011, -1.125, -1.180)
H (-0.161, 2.306, 0.595)
C (-2.396, 0.844, 0.214)
N (-3.193, 0.839, 1.012)
H (0.387, 2.132, -1.127)
C (-1.136, -0.895, -1.026)
C (-1.363, 0.702, -0.811)
H (-1.627, 1.321, -1.658)
C (0.222, 1.694, -0.203)
H (-1.694, -1.314, -1.908)
H (1.156, 0.535, 1.407)
N (2.307, 0.580, -0.355)

=====

(2)
# C5H8N2

A cluster of 2 separate species, C5H8N2 in total (the ωB97M-V functional and the def2-TZVPD basis, OMol25).

Results
2S+1	3
⟨S²⟩	2.01
HOMO level (spin up / spin down)	-0.1989 / -0.4057	Eh
LUMO level (spin up / spin down)	0.97 / -1.16	eV
frontier orbital gap (spin up / spin down)	0.235 / 0.363	hartree

Cartesian coordinates (Å):
C (2.298, 0.576, 0.337)
H (-1.675, -1.901, -0.082)
N (1.446, -0.628, 2.443)
H (-0.635, -1.221, 1.376)
N (-1.453, 0.738, -0.233)
H (2.940, 1.507, 0.562)
C (-2.122, 1.836, -0.293)
C (-0.548, -0.053, -0.204)
H (-2.480, 2.231, -1.221)
H (0.095, -2.240, -0.018)
H (-1.914, 2.470, 0.573)
H (1.576, 0.824, -0.389)
C (-0.710, -1.462, 0.311)
C (1.834, -0.127, 1.495)
H (3.141, 0.068, -0.181)

=====

Which one is most stable, and which one is least stable? (2) is the most stable of them, while (1) is the least stable.

=====

(1)
# C3H3NO2

An isolated molecule of C3H3NO2 (the ωB97M-V functional and the def2-TZVPD basis, OMol25).

Results
HOMO level	-0.4292	Eh
LUMO level	-0.32	eV
frontier orbital gap	0.418	hartree
SMILES	COC(=O)C#N

Cartesian coordinates (Å):
N (0.034, -2.730, 1.201)
C (-0.256, -0.871, -0.638)
C (0.118, 1.371, 0.176)
O (0.008, -1.036, -1.792)
O (-0.733, 0.242, -0.068)
H (-0.319, 2.244, -0.308)
H (1.132, 1.206, -0.198)
H (0.140, 1.516, 1.257)
C (-0.124, -1.942, 0.371)

=====

(2)
# C3H3NO2

An isolated molecule of C3H3NO2 (the ωB97M-V functional and the def2-TZVPD basis, OMol25).

Results
HOMO level	-0.3483	Eh
LUMO level	0.68	eV
frontier orbital gap	0.373	hartree
SMILES	O=c1[nH]cco1

Cartesian coordinates (Å):
O (-2.037, 0.040, 0.135)
H (2.364, 1.350, 0.302)
N (-0.021, 1.078, -0.107)
H (-0.429, 2.066, -0.292)
H (1.935, -1.411, 0.257)
C (1.463, 0.670, 0.032)
C (-0.792, -0.111, -0.003)
C (1.404, -0.596, 0.068)
O (0.016, -1.206, -0.148)

=====

Which one is most stable, and which one is least stable? (1) is the most stable of them, while (2) is the least stable.

=====

(1)
# C3H8N3

A cluster of 2 separate species, C3H8N3 in total (the ωB97M-V functional and the def2-TZVPD basis, OMol25).

Results
total charge	+1
HOMO level	-0.5011	Eh
LUMO level	-4.35	eV
frontier orbital gap	0.341	hartree

Cartesian coordinates (Å):
H (-0.350, -0.700, -2.654)
C (-0.487, 1.540, -0.099)
H (0.502, -1.714, 2.244)
C (0.671, -1.495, 1.231)
N (0.245, -0.391, 0.772)
N (-0.051, 0.263, -0.374)
H (-0.378, 1.502, 1.968)
C (0.218, -1.038, -1.860)
H (1.236, -0.803, -1.732)
N (-0.603, 2.086, 1.084)
H (-0.694, 2.038, -1.110)
H (0.837, -2.415, 0.713)
H (-0.961, 2.993, 1.221)
H (-0.185, -1.867, -1.404)

=====

(2)
# C3H8N3

A structure of composition C3H8N3 (the ωB97M-V functional and the def2-TZVPD basis, OMol25).

Results
total charge	+1
HOMO level	-0.5133	Eh
LUMO level	-3.60	eV
frontier orbital gap	0.381	hartree

Cartesian coordinates (Å):
C (0.992, 0.073, 0.920)
H (-0.375, 2.339, -0.445)
H (-0.767, -2.653, 0.756)
H (-0.535, -1.570, -1.453)
C (-0.218, -1.703, 0.680)
H (-1.047, 1.343, -1.598)
H (0.712, 0.881, 1.587)
H (2.084, 0.029, 0.999)
H (1.081, 0.427, -1.251)
N (0.521, -1.129, 1.518)
H (-1.801, 1.404, -0.199)
N (-0.184, -1.065, -0.548)
C (0.418, 0.159, -0.448)
N (-0.881, 1.464, -0.520)

=====

Which one is most stable, and which one is least stable? (2) is the most stable of them, while (1) is the least stable.

=====

(1)
# C3H8N3

A structure of composition C3H8N3 (the ωB97M-V functional and the def2-TZVPD basis, OMol25).

Results
total charge	+1
HOMO level	-0.5281	Eh
LUMO level	-2.95	eV
frontier orbital gap	0.420	hartree

Cartesian coordinates (Å):
C (-1.497, 0.603, 0.146)
H (-1.929, -1.405, 0.524)
H (1.142, 0.364, -1.540)
C (0.009, -1.114, -0.246)
H (1.726, -0.280, 1.210)
H (-2.539, 1.020, 0.563)
H (2.518, 1.031, 0.360)
H (-0.489, 2.350, -0.038)
H (0.427, -1.747, 0.628)
N (-1.343, -0.698, 0.163)
N (1.811, 0.216, 0.359)
N (-0.515, 1.324, -0.305)
H (-0.157, -1.752, -1.276)
C (0.836, 0.086, -0.547)

=====

(2)
# C3H8N3

The ion C3H8N3 with charge +1 (the ωB97M-V functional and the def2-TZVPD basis, OMol25).

Results
total charge	+1
HOMO level	-0.5366	Eh
LUMO level	-4.34	eV
frontier orbital gap	0.377	hartree
SMILES	[H]/N=C/N/C=[NH+]/C

Cartesian coordinates (Å):
N (-0.775, -1.062, -0.124)
C (-0.006, -0.112, 0.326)
H (-2.242, -2.628, 0.306)
N (1.544, 2.722, -1.173)
H (1.773, 1.937, 0.743)
C (-1.341, -2.146, 0.611)
H (-1.416, -1.707, 1.690)
H (0.010, 0.944, -1.493)
H (2.328, 3.386, -1.043)
C (1.324, 1.888, -0.233)
N (0.445, 0.800, -0.523)
H (-0.723, -2.957, 0.570)
H (0.050, -0.150, 1.406)
H (-0.971, -0.915, -1.062)

=====

Which one is most stable, and which one is least stable? (1) is the most stable of them, while (2) is the least stable.

=====

(1)
# H8O4

A cluster of 4 separate species, H8O4 in total (the ωB97M-V functional and the def2-TZVPD basis, OMol25).

Results
HOMO level	-0.4063	Eh
LUMO level	0.08	eV
frontier orbital gap	0.409	hartree
SMILES	O.O.O.O

Cartesian coordinates (Å):
O (2.160, 1.783, 0.131)
H (1.929, 1.117, -0.486)
H (1.438, 1.968, 0.713)
H (0.337, -1.214, -0.966)
H (-1.414, 1.548, 0.062)
H (-1.497, 0.105, 0.218)
H (-0.252, 0.120, -1.154)
O (0.571, -0.363, -1.327)
H (0.226, -1.908, 1.291)
H (-1.129, -2.306, 1.081)
O (-1.836, 0.808, -0.336)
O (-0.533, -1.658, 0.773)

=====

(2)
# H8O4

A cluster of 4 separate species, H8O4 in total (the ωB97M-V functional and the def2-TZVPD basis, OMol25).

Results
HOMO level	-0.3863	Eh
LUMO level	0.02	eV
frontier orbital gap	0.387	hartree
SMILES	O.O.O.O

Cartesian coordinates (Å):
O (2.882, 1.087, -0.839)
H (-0.489, 1.802, -0.410)
H (3.275, 1.949, -1.005)
H (-0.644, -1.970, 0.314)
O (0.174, 1.261, 0.031)
H (-0.320, 0.511, 0.401)
H (-0.217, -1.700, -1.142)
H (2.017, 1.278, -0.429)
O (-0.045, -2.277, -0.391)
O (-1.826, -0.663, 1.082)
H (-2.254, -0.487, 1.930)
H (-2.554, -0.789, 0.459)

=====

Which one is most stable, and which one is least stable? (2) is the most stable of them, while (1) is the least stable.

=====

(1)
# C3H8S2

A cluster of 2 separate species, C3H8S2 in total (the ωB97M-V functional and the def2-TZVPD basis, OMol25).

Results
HOMO level	-0.3176	Eh
LUMO level	0.67	eV
frontier orbital gap	0.342	hartree
SMILES	C=C.CSS

Cartesian coordinates (Å):
S (-1.801, -3.097, 0.773)
C (0.738, 2.118, -1.000)
H (0.984, -2.427, 0.204)
H (0.940, -1.514, 1.700)
H (-0.041, 2.962, 0.725)
C (0.716, -1.471, 0.640)
H (0.546, 1.649, -1.960)
H (1.187, -0.663, 0.092)
C (-0.226, 2.307, -0.118)
H (1.733, 2.487, -0.799)
H (-2.439, -3.237, -0.398)
S (-1.079, -1.169, 0.473)
H (-1.256, 2.055, -0.332)

=====

(2)
# C3H8S2

An isolated molecule of C3H8S2 (the ωB97M-V functional and the def2-TZVPD basis, OMol25).

Results
HOMO level	-0.3321	Eh
LUMO level	0.79	eV
frontier orbital gap	0.361	hartree
SMILES	SCCCS

Cartesian coordinates (Å):
H (0.252, -1.485, 0.932)
S (1.613, 1.022, -1.337)
C (-0.717, 0.091, -0.094)
C (0.110, -0.088, -1.392)
S (-0.865, -0.020, 2.556)
H (1.179, -0.030, 1.078)
H (0.329, -1.161, -1.680)
H (-1.565, -0.648, -0.175)
H (-0.173, -0.539, 3.625)
H (-0.573, 0.268, -2.175)
H (-1.109, 1.103, 0.053)
C (0.154, -0.355, 1.046)
H (1.365, 1.842, -2.437)

=====

Which one is most stable, and which one is least stable? (2) is the most stable of them, while (1) is the least stable.

=====

(1)
# C10H9NO

A cluster of 2 separate species, C10H9NO in total (the ωB97M-V functional and the def2-TZVPD basis, OMol25).

Results
HOMO level	-0.3236	Eh
LUMO level	0.64	eV
frontier orbital gap	0.347	hartree
SMILES	O=C=Nc1ccccc1.C#CC

Cartesian coordinates (Å):
H (-0.360, 0.752, 2.147)
H (2.677, 2.350, -0.466)
C (0.015, 1.178, 1.186)
C (0.780, 2.312, -1.196)
H (2.106, 1.223, 1.792)
H (-0.596, -2.598, -2.645)
H (1.213, 2.831, -2.125)
C (-1.474, -2.084, 0.881)
H (-0.422, -2.497, 1.258)
N (-2.216, 1.021, 0.286)
H (-1.515, -1.033, 1.157)
C (-0.526, 2.031, -1.061)
O (-4.519, 1.122, 0.415)
C (-1.057, -2.289, -1.739)
C (-1.304, -2.237, -0.569)
C (1.758, 1.903, -0.261)
H (-2.357, -2.716, 1.245)
C (-0.931, 1.313, 0.108)
C (1.362, 1.491, 1.003)
C (-3.377, 1.013, 0.240)
H (-1.299, 2.394, -1.792)

=====

(2)
# C10H9NO

An isolated molecule of C10H9NO (the ωB97M-V functional and the def2-TZVPD basis, OMol25).

Results
HOMO level	-0.2983	Eh
LUMO level	0.54	eV
frontier orbital gap	0.318	hartree
SMILES	Cc1ccc2[nH]ccc(=O)c2c1

Cartesian coordinates (Å):
H (4.022, -1.286, -0.024)
C (3.096, 0.678, -0.029)
C (0.661, -0.932, 0.014)
H (-3.744, 0.614, 0.960)
C (0.551, 0.481, -0.131)
C (-3.238, 0.931, 0.068)
N (1.942, -1.463, 0.034)
H (-3.858, 0.675, -0.832)
C (-1.881, 0.288, -0.025)
H (-0.420, -2.792, -0.145)
C (-0.503, -1.729, 0.001)
O (1.623, 2.533, 0.134)
C (-1.789, -1.082, -0.004)
H (2.035, -2.434, 0.317)
C (-0.697, 1.067, -0.142)
H (-3.145, 2.000, 0.067)
H (-2.721, -1.623, 0.082)
C (3.065, -0.716, -0.019)
C (1.785, 1.365, -0.063)
H (4.031, 1.269, -0.008)
H (-0.814, 2.157, -0.255)

=====

Which one is most stable, and which one is least stable? (2) is the most stable of them, while (1) is the least stable.